1.
73
Properties=species:S:1:pos:R:3:forces:R:3 method="wB97M-V/def2-TZVPD" e_tot_ev=-233046.35586 total_charge=-1 molar_mass_g_mol=849.19
C 2.2689 -4.3436 1.2229 -1.9349 -0.3943 0.0992
H 1.4260 -4.5917 0.5222 0.7263 -0.0179 0.8416
H -3.4005 1.7756 -0.0254 -0.4346 -0.0878 0.0002
C -2.5886 -3.4046 -0.3897 -1.4646 2.1332 -0.2068
H -5.4025 -2.7178 -0.2860 0.9601 0.5561 0.5488
H -0.9215 -2.3818 -4.8379 -0.4951 -0.0820 -0.3494
O 1.7891 0.4516 0.1437 0.8165 -0.0390 0.6237
Br 3.5376 3.1996 1.9594 -0.0401 -0.0188 0.2380
H 4.1708 1.1325 3.3713 -0.4321 0.5451 -1.4436
V 0.3496 1.0459 -0.1549 -2.4159 -0.0384 -0.0729
H -1.3941 4.9885 -2.0300 0.1989 0.1356 -1.0082
C 3.9044 -0.1259 -1.6302 -1.5444 0.6197 1.0877
C -4.3697 2.3024 -0.0178 1.0859 -0.5433 -3.0169
O -5.4495 1.3757 -0.3361 0.9415 0.2399 0.8952
O 4.5017 -3.9424 0.8579 -0.1776 0.5961 -0.4176
C 4.9532 0.4524 -0.6191 -1.0634 -0.2297 -0.1653
H 2.0066 1.4836 4.1208 -0.2436 0.2727 1.2263
H -4.6675 3.9079 1.3966 0.1686 0.8343 -0.0021
C 3.4283 1.3536 2.5396 0.2080 -1.2491 0.8708
C -0.6498 3.4662 1.0446 -0.2742 0.6565 -1.8072
C 4.3615 -5.1687 1.3382 -0.9261 -0.5744 -0.2652
H 5.2760 -0.2411 0.1946 -0.0694 0.1365 -0.8874
C -6.3751 1.4479 0.6450 1.6704 1.9957 -0.2517
H -3.3404 -1.5399 1.7559 -0.0754 -1.2286 -0.9611
O -2.8524 -3.4720 0.9222 0.2198 0.3732 -0.4044
H -4.3241 2.9824 -0.9175 -0.1385 -0.1380 1.3626
O 0.8610 -1.8128 -2.2837 0.4559 -2.3011 0.0475
Br 2.0500 -0.9878 3.4279 0.1114 0.9145 0.1570
C -0.8702 -2.2451 -3.7742 0.1875 -0.4204 0.9805
O 5.2520 -5.9118 1.5327 1.0740 -0.8801 0.4930
H 0.0120 -3.7571 -2.5577 0.7561 1.0866 -0.3127
C 2.0791 1.0199 3.1786 0.2441 -1.1202 -1.5740
H 1.2110 -3.2292 -3.7554 0.1435 0.3830 -0.6264
H 3.3180 -2.3358 0.7591 -0.8054 0.2107 0.9620
C -4.6714 2.8471 1.3170 -2.2276 -0.0444 0.9262
C -1.9080 5.6824 -0.1015 0.0288 2.2494 -0.8991
O 6.7429 0.2393 -3.5332 -1.4569 -0.7457 0.2905
O -7.3437 0.8025 0.6324 -2.3349 -1.6019 0.3855
H -4.1234 2.4147 2.1243 0.6942 -0.2619 0.3447
O 3.0486 -5.4971 1.5311 0.9766 0.1920 -0.9111
H 3.0816 -3.3392 -0.5723 0.0774 -0.7242 0.6375
C 3.2108 -3.3875 0.5368 1.1793 0.5636 -1.1307
C -0.7234 3.6285 -0.5307 -0.6247 0.3797 1.3006
O 0.0166 2.4054 1.2392 1.2132 -2.0735 1.1391
O 6.0009 0.7533 -1.5197 1.0629 0.3401 1.1041
C 0.3814 -2.8778 -3.1647 -0.8969 -1.2951 1.7012
C -1.2034 4.3025 1.9849 0.3840 0.2467 -1.4263
H -4.4982 -2.9069 1.9832 0.3866 0.4947 -0.6213
O -2.7480 6.0884 2.0150 -1.1836 1.3708 1.8187
C -1.9504 5.4277 1.4304 0.5000 -1.8286 -1.0330
H 1.1876 1.1813 2.5800 0.3491 0.2565 0.0169
O -3.5087 -2.5641 -1.0505 1.3166 -0.7384 1.0836
H -1.7109 -2.5736 -3.1491 -0.1356 -0.2810 -0.9044
H 3.4144 -1.0538 -1.3175 0.3897 0.0983 0.0043
O -0.8168 -0.0216 0.1899 0.9261 0.4466 -0.2567
O -1.6818 -3.8971 -0.9538 0.8884 -0.9699 -0.5750
C -1.2098 4.8025 -1.0051 -0.4901 -0.9089 0.5236
O -0.3236 2.5641 -1.1884 0.1408 1.1456 0.5006
C -4.4511 -2.1401 -0.0739 -2.0467 -0.0314 -0.4106
H 3.0711 0.5377 -1.9349 0.5974 -0.0158 0.7573
O -0.7376 -0.8659 -3.4710 0.6376 0.4514 0.1714
H 3.6094 0.7514 1.6286 -0.1642 0.3323 0.8272
C -3.8055 -2.4424 1.2408 -0.3778 -0.2495 2.1646
O 4.6333 -0.3270 -2.8016 0.7374 -1.3123 -1.7684
H 4.6313 1.3708 -0.1124 -0.0342 -0.1503 -0.4482
O -2.4719 6.7151 -0.5127 0.7215 -1.7892 0.6281
H -1.0775 4.1818 3.0539 -0.1211 -0.1614 -0.1205
O -6.0766 2.4158 1.5517 0.8259 -0.3545 -0.6118
C 5.8567 0.1677 -2.7152 1.4735 1.2768 -0.2072
C 0.2450 -0.7286 -2.5762 -0.3959 2.4326 -0.9750
H -4.7118 -1.0747 -0.0876 0.3346 -0.2056 -0.7155
O 0.5976 0.3726 -2.1991 -0.4889 -0.0012 0.3291
H 1.8737 -4.1316 2.2145 -0.2961 1.1411 -0.3015



2.
54
Properties=species:S:1:pos:R:3:forces:R:3 method="wB97M-V/def2-TZVPD" e_tot_ev=-101944.49912 molar_mass_g_mol=444.37
C 2.8116 -2.5179 2.5267 0.3153 -0.0826 0.2757
H -2.2613 4.1459 -3.2746 0.2384 -0.1535 0.3625
H 2.3796 -3.4240 2.9442 -0.0635 -0.1533 0.1072
H -1.3496 0.5231 1.4879 -0.3860 -0.1925 -0.4313
H -2.4243 -4.1251 1.1455 -0.0759 0.3739 0.0542
H -0.7813 -0.1235 -1.4935 -0.1183 0.0712 0.0634
Br 2.3671 3.2895 -6.3312 0.0250 0.2279 -0.4111
C 2.5638 2.4799 -4.6494 0.0414 -0.4151 1.2015
O -3.2635 -3.5106 3.8046 0.3237 -0.1259 -0.3235
H 1.9953 0.5017 -5.3483 0.0770 0.1749 -0.0091
H -0.7343 2.4730 1.1715 0.0458 0.3852 -0.4071
C -1.0304 2.8578 0.1889 -0.4169 -0.4036 -0.3133
C -1.6192 2.4349 -2.1340 0.2823 -0.8621 0.5919
H 2.8445 1.3084 0.0849 0.1726 -0.0347 -0.1845
C -1.2554 -0.0857 0.5850 0.3442 0.3166 -0.2091
C 2.3162 0.5318 -3.2354 0.0799 0.6114 0.0034
H 2.1487 -0.5324 -3.1077 -0.1507 0.2454 -0.1382
C 2.5505 0.7308 -0.7868 -0.4218 -1.1187 1.1170
C -1.1896 1.9186 -0.8726 -0.1444 2.1098 -0.1239
C -1.3774 -1.4729 0.6888 -0.3229 -0.0875 0.0974
H -4.5792 -2.3464 2.7185 0.1575 -0.0121 0.1475
H -0.7428 -3.7552 1.5551 -0.2362 -0.0873 0.1138
C -1.3009 4.2116 0.0055 -0.0233 -0.1461 -0.0137
C 3.0287 2.6629 -2.2728 -0.1577 -0.6749 -0.0549
H -4.0798 -1.7759 4.3440 -0.0461 0.2650 -0.4322
H 2.5042 -1.6661 3.1433 0.0655 -0.1399 -0.1179
C -3.7289 -2.2280 3.4074 -0.0376 -0.1663 0.1395
H -1.1731 -3.6441 3.8864 -0.4175 -0.1608 -0.1424
C -1.0131 0.5173 -0.6417 0.2950 -0.7312 0.4663
H -1.0068 -2.1228 -0.1083 0.0093 0.2339 0.1149
C 2.2666 1.1167 -4.4957 0.1666 0.3806 0.4189
C -2.0276 -3.9739 3.2603 -0.1399 -0.0899 0.4134
H -1.9194 5.7538 -1.3903 0.0030 -0.3550 0.0634
H 2.8740 -3.0574 0.4447 -0.0476 0.1221 -0.0856
C 2.3654 -2.3472 1.1008 0.0365 0.3023 0.0705
C -1.7270 4.6894 -1.2436 0.1516 -0.5818 -0.1299
H 3.2851 4.2726 -3.6829 -0.0347 -0.0892 0.0241
H -2.1329 -5.0681 3.3108 0.4464 0.3640 -0.0478
C 2.2557 -0.6548 -0.5190 -0.2467 1.4941 -0.9901
H 3.9008 -2.6298 2.5784 -0.1951 0.1961 0.0783
O 1.6837 -1.4809 -1.2447 0.1284 -0.1411 0.4135
C -1.8909 3.7872 -2.3092 -0.0300 0.2479 0.2756
O 2.6611 -0.9987 0.7338 -0.0764 -0.7911 0.5007
C 2.6122 1.3018 -2.0653 0.0917 0.4731 -1.3357
H 1.2940 -2.5240 0.9985 -0.1004 -0.0239 -0.0493
N -1.9941 -2.1002 1.6914 0.7420 0.5409 -0.7318
H 3.4464 3.2093 -1.4163 -0.3772 -0.0813 -0.4084
C 2.9843 3.2401 -3.5376 -0.1832 -0.5712 -0.2754
H -1.9407 -1.0320 3.5235 -0.0879 -0.0495 -0.3287
C -1.7849 -3.5442 1.8243 -0.1195 -0.4760 0.0426
H -1.7912 1.7105 -2.9397 0.1665 0.4415 0.1985
H -1.2105 4.8973 0.8548 0.0697 -0.2521 -0.3963
H -3.1467 -0.4675 2.3369 0.1692 -0.1754 -0.0093
C -2.6627 -1.3568 2.7537 0.0125 -0.1527 0.7444



3.
56
Properties=species:S:1:pos:R:3:forces:R:3 method="wB97M-V/def2-TZVPD" e_tot_ev=-38830.90912 molar_mass_g_mol=416.47 smiles="O=C(CC[C@H]1CCCN(Cc2cccc3c2OCO3)C1)NCc1ccc(F)c(F)c1"
H 1.4139 4.0953 0.7907 -0.0172 0.0634 0.1013
C -5.9230 -0.3993 -1.0587 0.0715 -0.0378 -0.0489
C 3.7656 -0.3460 -1.0840 -0.3887 -0.1931 0.0262
N -1.3105 0.3399 0.7216 -0.2073 0.0342 -0.3640
C -5.4776 -0.1107 0.2259 0.0644 -0.0177 -0.0206
C 5.1479 -0.5531 -1.0892 0.0339 -0.0536 0.0220
C -1.7738 -0.7795 -0.0646 0.1407 -0.2389 0.0489
C 0.9874 3.2661 0.2192 -0.0837 -0.3252 -0.2354
C 3.0089 -1.3193 -0.4679 0.4184 -0.2962 0.0528
H -5.3860 -1.0359 -3.0149 -0.0777 -0.0041 -0.0981
H 1.8109 0.8951 2.6199 0.0446 0.0024 0.0885
C 1.5374 1.9483 0.7713 0.2997 0.2249 0.2410
H -1.6180 -1.6663 0.5602 0.0239 0.1043 -0.1520
C 5.7192 -1.6705 -0.5140 0.1140 0.1275 -0.0726
C -3.2293 -0.6484 -0.4225 -0.1066 0.0615 -0.0966
H 1.0474 4.3951 -1.6260 -0.0359 -0.0092 -0.0785
H 5.7706 0.1958 -1.5524 0.1052 0.1049 -0.0589
C 3.0575 1.9341 0.5329 -0.2188 -0.1601 0.0749
O 1.6441 -1.3738 -0.3135 0.3184 0.4049 -0.2307
C 4.9436 -2.6480 0.1069 -0.3903 -0.1365 0.1289
H -2.9840 -1.2547 -2.4604 0.0984 -0.0172 -0.0951
C -3.6829 -0.9330 -1.7037 0.0783 0.0048 0.1444
H 3.4929 1.0123 0.9232 -0.0007 0.0623 0.1030
H 2.0631 0.6964 -1.8017 0.0599 0.0345 -0.0904
C -0.2462 1.4847 2.5624 0.2519 -0.1133 0.1389
H 3.1582 3.3382 -2.4765 0.0446 0.0538 0.0196
H 3.3778 4.1168 -0.9017 -0.0155 0.0675 -0.0675
H 3.5149 2.7744 1.0660 -0.0077 -0.0039 0.0998
F -7.2236 -0.2756 -1.3705 0.1154 0.0318 0.1587
H 0.7214 -3.2105 -0.1693 0.1999 0.1389 0.0501
H -3.8146 -0.0186 1.5493 -0.0085 0.0641 0.1293
H 0.8639 2.6544 -1.8453 -0.0649 0.0076 -0.0511
H 3.5735 1.0720 -2.6636 -0.1208 -0.0494 0.0188
H -0.8641 2.3180 2.2266 -0.0456 0.0236 0.0130
H -0.3629 1.3751 3.6416 -0.1166 -0.0118 -0.0697
H -1.1657 -0.8860 -0.9698 -0.0672 -0.0548 0.0688
C 3.5849 -2.4468 0.1179 -0.0369 0.4188 -0.2273
C 3.1406 0.8840 -1.6754 -0.0313 0.0417 0.0196
H 5.3807 -3.5205 0.5618 0.0669 -0.1254 0.0628
F -6.3449 0.2946 1.1677 -0.0044 -0.0658 -0.1997
C -5.0239 -0.8146 -2.0237 -0.2201 0.0683 0.1918
H 0.9033 -2.3013 1.3736 0.2005 -0.0391 -0.2804
C -4.1395 -0.2368 0.5439 -0.1947 -0.0459 -0.1532
H 6.7907 -1.7941 -0.5401 0.1056 -0.0009 -0.0134
C 2.8875 3.2856 -1.4192 -0.1572 0.0829 -0.1450
O -0.5031 -0.9036 2.4126 0.1577 -0.3334 0.3182
C 1.3682 3.4210 -1.2523 0.1932 0.0854 0.1155
O 2.6047 -3.2310 0.6595 0.5491 -0.1100 -0.0509
H 1.5586 2.6314 2.8154 0.0523 -0.0010 0.0444
N 3.4288 2.0611 -0.8627 0.2075 -0.0422 -0.0510
H 1.1062 1.1102 0.2153 0.0110 0.0174 -0.0336
C 1.3873 -2.5583 0.4187 -1.2264 -0.4477 0.5267
C 1.2351 1.7496 2.2573 -0.0783 -0.0714 -0.2709
H -0.0996 3.3181 0.3238 -0.0417 0.0792 0.0745
H -1.4186 1.2593 0.3250 0.0485 0.0182 0.1429
C -0.6922 0.1885 1.9162 -0.1107 0.5768 0.0304



4.
56
Properties=species:S:1:pos:R:3:forces:R:3 method="wB97M-V/def2-TZVPD" e_tot_ev=-85674.99652 spin_multiplicity=5 molar_mass_g_mol=483.46
C -2.9188 2.3245 0.1011 0.0557 -0.1172 -0.0434
H 1.5243 -0.1415 -2.6061 -0.0297 0.0999 0.0808
C 1.0824 -1.1092 -2.8446 0.1352 -0.2913 0.2117
C 2.5539 -1.7029 3.0139 0.0441 0.0356 0.0654
S -0.6615 0.9183 0.7952 0.1217 0.4785 0.0994
H -4.2812 -0.7981 0.2224 0.0629 0.0318 -0.0162
C 2.9370 2.5804 0.0779 0.0391 0.0637 -0.0675
H 1.3569 -1.3582 -3.8729 -0.0285 -0.0311 0.0203
H -0.6504 -1.8560 4.0991 -0.0416 -0.0073 -0.0648
F -1.2579 -2.1786 1.6021 -0.2130 -0.0840 0.0946
H 1.4218 -4.2460 -3.3859 -0.0196 0.0148 0.0021
C 2.3447 -1.8778 1.6577 -0.1932 0.0054 -0.1931
H -3.0518 1.5244 -0.6169 -0.0210 0.0109 0.0058
H 3.1758 -1.8867 0.9642 0.0490 0.0022 0.1005
H -0.4869 2.3881 -1.7178 -0.0041 0.0108 0.0121
Si 1.6422 -2.4546 -1.6257 -0.0632 -0.2718 -0.5504
C 1.0490 -2.0562 1.1195 0.1390 -0.0521 0.2905
C 1.5243 3.1486 -1.7911 -0.0390 -0.0576 -0.0443
C 3.5343 -2.4541 -1.5743 -0.2550 0.0156 0.2003
H 3.5685 -1.5777 3.3735 -0.0150 -0.0021 0.0186
H -4.3290 5.1863 1.2308 0.0056 0.0001 -0.0096
C -2.5147 4.3302 1.9857 0.0527 -0.0091 0.0234
C -1.8176 2.2991 0.9386 -0.0280 -0.1999 -0.0854
O -3.0764 -3.2209 -1.0158 -0.1136 -0.3386 0.1254
H -0.0072 -0.9992 -2.8047 -0.0160 0.0864 -0.0889
C 1.8870 1.8829 0.6569 -0.1581 -0.1693 0.1101
C 0.0263 -2.0233 2.0855 0.2325 -0.0511 -0.1011
C 2.7543 3.2105 -1.1443 0.0350 -0.0259 0.0522
H -4.6855 3.3975 -0.4460 -0.0050 0.0300 0.0126
C -3.3061 -2.0038 -1.1898 0.5174 0.4907 0.6113
C -3.6204 4.3728 1.1459 -0.0392 -0.0038 -0.0367
N 0.7460 -2.2531 -0.1824 -1.0578 0.1033 -0.5837
H 2.0117 1.3588 1.5980 0.0358 0.0021 -0.0042
H 3.8944 2.6232 0.5800 0.0077 -0.0039 -0.0237
H 3.9396 -1.5035 -1.2202 -0.0090 0.0010 0.0102
H -0.0333 -4.1244 -2.3902 -0.0007 -0.0549 -0.0315
H -0.7421 3.2416 2.5390 -0.0195 0.0270 0.0152
H 3.9348 -2.6282 -2.5755 -0.0796 -0.0091 -0.0344
C 1.0606 -4.1038 -2.3638 0.2181 0.2929 0.0088
H 1.6679 -1.5602 4.9748 0.0062 -0.0006 -0.0063
C 1.4958 -1.6907 3.9155 0.0861 0.0363 0.0379
C -4.5721 -1.4022 -0.6397 -0.3155 -0.3779 -0.4303
Fe -1.3424 -2.0870 -0.7097 0.9624 0.2799 0.2187
C 0.4712 2.4579 -1.2173 -0.0568 -0.0025 -0.0977
H 3.5766 3.7444 -1.6027 -0.0108 0.0164 0.0068
H 1.3862 3.6314 -2.7494 0.0246 0.0153 0.0020
H -5.2850 -2.1695 -0.3230 0.0071 0.0183 -0.0154
H -2.3546 5.1097 2.7187 -0.0256 0.0003 0.0037
H 1.3936 -4.9579 -1.7709 -0.0192 0.0296 0.0627
O -1.2737 0.0412 -0.2570 -0.1552 0.0495 -0.2420
C -1.6092 3.2861 1.8897 0.1334 -0.0684 0.0086
C 0.2029 -1.8555 3.4331 0.0012 0.0118 0.0341
C 0.6636 1.8359 0.0060 0.0358 -0.1319 0.1685
C -3.8221 3.3721 0.2059 -0.0196 0.0361 0.0430
H 3.9095 -3.2504 -0.9271 0.0211 0.0217 0.0068
H -5.0376 -0.7345 -1.3658 0.0224 0.0434 0.0064